Computed, not measured: a molecular structure, C6H8LiO5Tl at a distorted geometry, with the ωB97M-V functional and the def2-TZVPD basis.

Output
Frontier orbital gap (eV): 7.3
2S+1: 1

Element x y z (Å)
Li1 -0.77720 -0.42340 3.58895
O1 -1.89588 -0.16452 2.15296
O2 -1.05334 1.60236 0.89983
C1 -0.10185 2.38594 1.59309
C2 1.02940 1.39881 1.82957
O3 0.32409 0.18795 2.03793
C3 -0.96363 0.24055 1.33747
H1 0.18262 3.24164 0.97032
H2 -0.51930 2.75239 2.54590
H3 1.63060 1.62159 2.71841
H4 1.68150 1.30891 0.94769
Tl1 -1.31072 -3.08299 -1.77241
O4 -1.92926 -1.12159 -0.41508
C4 0.62043 -2.13911 -3.16558
C5 0.64669 -0.88044 -2.50533
O5 0.24653 -0.72383 -0.52498
C6 -0.89443 -0.59985 0.03242
H5 0.02187 -2.14998 -4.08794
H6 1.54862 -2.72572 -3.13501
H7 -0.14066 -0.18477 -2.82319
H8 1.65394 -0.54393 -2.22502